No. 1
Entry from OMol25: 21 unconnected molecules or ions with the total composition C8H50I2O24 (ωB97M-V/def2-TZVPD).

Structure (XYZ):
```
84
Properties=species:S:1:pos:R:3:lowdin_charge:R:1
O -0.6186 -1.3780 -1.0806 0.092
O 3.6153 0.0700 -0.9624 0.096
I -2.1967 0.1123 -4.3803 0.960
I 3.0540 -1.3076 2.9055 0.954
O -1.1952 0.8445 -1.1236 0.029
O 1.7950 0.1997 0.4281 -0.044
C -1.2871 -0.4609 -1.5080 -0.500
C 2.9562 -0.3293 -0.0309 -0.518
C -0.7454 1.2897 1.1889 0.001
C -0.2913 1.0913 -0.1267 -0.221
C -2.4936 -0.8031 -2.4262 -0.461
C 3.5091 -1.5186 0.7904 -0.453
C -2.2250 1.1407 1.4728 -0.048
C 1.1979 1.1075 -0.4289 -0.127
H -0.0838 1.5789 1.9842 0.086
H -2.6779 -1.8258 -2.5374 0.034
H -3.3505 -0.2730 -1.9682 0.045
H 4.6093 -1.5352 0.6384 0.042
H 3.0421 -2.4198 0.4084 0.028
H -2.7792 0.8060 0.6495 0.031
H -2.3582 0.4312 2.2805 0.066
H -2.6667 2.0885 1.7721 0.064
H 1.3790 0.9146 -1.5437 0.162
H 1.5068 2.1709 -0.2474 0.147
O 3.2842 -5.2549 -0.3451 -0.107
H 2.6506 -4.6093 -0.7985 0.029
H 2.7326 -5.9259 0.1738 0.102
O 2.5661 3.7638 -3.0206 -0.145
H 3.0499 2.8757 -3.0526 0.008
H 3.2375 4.4797 -2.7750 0.067
O 4.4186 1.5711 -3.2901 -0.114
H 4.0633 0.8261 -2.7049 0.040
H 4.2638 1.3138 -4.2564 0.089
O 6.3835 -3.7430 0.9898 -0.121
H 6.7917 -4.6042 0.6501 0.084
H 5.4437 -3.9433 1.3069 0.014
O 7.0110 -0.8357 1.3698 -0.132
H 6.5165 -1.7076 1.2320 0.006
H 7.6267 -0.6943 0.5794 0.070
O 4.0131 -4.7442 2.1768 -0.157
H 3.8035 -4.8223 1.1900 -0.007
H 4.6677 -5.4767 2.4189 0.088
O -0.5651 -0.9597 3.2166 -0.145
H -0.3497 -1.4227 4.0901 0.088
H 0.1818 -0.3083 3.0126 -0.007
O -1.3480 4.7831 1.5084 -0.086
H -0.9805 4.6648 0.5731 0.085
H -2.1990 5.3268 1.4462 0.111
O -3.8300 -0.2823 -7.2808 -0.187
H -3.9039 -0.7665 -6.3954 -0.064
H -3.2820 0.5560 -7.1368 0.028
O 0.8424 1.5098 4.3288 -0.153
H 1.5048 1.8453 5.0161 0.078
H 0.4267 2.3122 3.8737 0.009
O -4.1869 0.6247 4.6751 -0.104
H -4.3732 -0.2235 4.1559 0.094
H -4.7107 0.5863 5.5399 0.094
O -4.1337 -2.4614 -5.4487 -0.168
H -4.5514 -2.6236 -6.3559 0.087
H -3.2396 -2.9345 -5.4243 0.082
O 1.5123 -3.4450 -1.3737 -0.100
H 1.5450 -3.5969 -2.3735 0.104
H 0.8026 -2.7493 -1.1836 0.045
O -5.7331 -1.9101 -2.1244 -0.094
H -6.0415 -2.6577 -2.7326 0.111
H -5.7568 -1.0460 -2.6502 0.108
O 0.3569 4.0648 3.3687 -0.122
H 1.2689 4.0159 2.9332 0.084
H -0.3097 4.3686 2.6708 0.003
O -3.6992 2.9755 -1.3679 -0.116
H -3.5122 2.3939 -0.5613 0.040
H -3.8479 3.9230 -1.0456 0.065
O 1.7019 5.3526 0.3057 -0.113
H 1.1141 4.9254 -0.3984 0.054
H 1.6805 6.3548 0.1684 0.079
O 0.4114 -2.8189 1.2407 -0.152
H 0.3216 -2.5645 2.2159 0.014
H 0.3979 -1.9696 0.6909 0.018
O -4.6121 -1.3300 0.1618 -0.133
H -4.4447 -2.1850 0.6762 0.074
H -5.0489 -1.5720 -0.7183 -0.022
O -4.2601 3.2037 3.5579 -0.137
H -4.2271 2.3405 4.0846 0.008
H -5.1413 3.2367 3.0618 0.063
```

The HOMO energy is -8.85 eV. The LUMO energy comes out at -0.246 eV. The calculation puts the molar mass at 784.27 g/mol.



No. 2
Entry from OMol25: 5 unconnected molecules or ions with the total composition C26H63BFO4 (ωB97M-V/def2-TZVPD).

Structure (XYZ):
```
95
Properties=species:S:1:pos:R:3:lowdin_charge:R:1
C 8.3950 -0.6704 0.7614 -0.113
C 7.1115 0.2542 0.7194 -0.250
C 6.8536 0.8107 2.1473 -0.219
C 5.5291 1.6380 2.3242 -0.203
C 4.7897 2.0224 1.0039 -0.220
C 3.6489 0.9844 0.6499 -0.216
C 2.2493 1.6784 0.8308 -0.269
C 1.0578 0.8037 0.2888 -0.253
B -0.0069 0.3949 1.5024 -0.539
C -1.2040 -0.5873 0.9248 -0.204
C -1.7700 -1.6540 1.9159 -0.256
F -1.0995 -1.7456 3.1338 -0.104
H 8.8693 -0.5076 1.7521 0.048
H 8.1206 -1.7343 0.6530 0.065
H 9.1393 -0.3665 -0.0010 0.060
H 7.4089 1.1238 0.0926 0.095
H 6.2432 -0.2332 0.2515 0.102
H 6.7738 -0.0751 2.8200 0.108
H 7.7148 1.3909 2.5337 0.094
H 5.7948 2.5676 2.8720 0.094
H 4.8053 1.0961 2.9624 0.104
H 4.2456 2.9685 1.2179 0.090
H 5.4501 2.2425 0.1472 0.091
H 3.6475 0.1479 1.3803 0.109
H 3.7171 0.6092 -0.3861 0.096
H 2.0522 1.8789 1.9083 0.093
H 2.2822 2.6782 0.3382 0.091
H 0.5402 1.3498 -0.5390 0.070
H 1.5166 -0.1446 -0.0869 0.071
H -0.5278 1.4360 1.8416 0.035
H 0.6723 -0.0858 2.3723 0.043
H -2.0575 0.0738 0.6380 0.061
H -0.8498 -1.0765 -0.0093 0.073
H -1.7440 -2.6475 1.4239 0.092
H -2.8332 -1.4310 2.1269 0.090
C -6.0533 -2.8387 -2.3206 -0.083
C -5.5351 -2.7726 -0.8941 -0.281
O -4.8685 -1.5628 -0.5913 -0.157
C -5.6434 -0.3824 -0.6757 -0.276
C -6.8076 -0.3514 0.3001 -0.080
H -5.2617 -2.5879 -3.0294 0.083
H -6.4266 -3.8398 -2.5462 0.069
H -6.8727 -2.1343 -2.4818 0.064
H -4.7992 -3.5649 -0.7480 0.119
H -6.3410 -2.9574 -0.1746 0.106
H -5.9875 -0.2217 -1.7036 0.108
H -4.9639 0.4389 -0.4425 0.111
H -7.5714 -1.0874 0.0373 0.063
H -7.2797 0.6330 0.2976 0.067
H -6.4670 -0.5785 1.3118 0.083
C 10.5679 2.0363 5.6078 -0.080
C 11.2554 0.8228 5.0065 -0.283
O 10.8461 0.5426 3.6808 -0.166
C 11.1212 1.5468 2.7206 -0.286
C 12.6044 1.8240 2.5434 -0.081
H 9.4853 1.9613 5.4924 0.083
H 10.8055 2.1214 6.6696 0.075
H 10.8864 2.9604 5.1203 0.065
H 10.9945 -0.0592 5.5936 0.118
H 12.3455 0.9221 5.0585 0.105
H 10.5749 2.4655 2.9597 0.109
H 10.7147 1.1803 1.7768 0.107
H 13.0324 2.2987 3.4292 0.064
H 12.7676 2.4927 1.6966 0.075
H 13.1517 0.8952 2.3723 0.082
C -10.0686 -6.7716 -5.4554 -0.084
C -9.7295 -5.5018 -4.6938 -0.283
O -8.3399 -5.2423 -4.6196 -0.167
C -7.6755 -5.0313 -5.8528 -0.281
C -8.1822 -3.8179 -6.6130 -0.080
H -9.4877 -7.6142 -5.0761 0.082
H -11.1309 -7.0018 -5.3580 0.074
H -9.8458 -6.6724 -6.5200 0.065
H -10.0704 -5.6062 -3.6626 0.118
H -10.2588 -4.6390 -5.1126 0.107
H -7.7239 -5.9327 -6.4735 0.106
H -6.6239 -4.8795 -5.6050 0.118
H -9.1996 -3.9705 -6.9800 0.065
H -7.5448 -3.6161 -7.4753 0.076
H -8.1943 -2.9376 -5.9680 0.082
C -2.4483 3.5440 -0.3460 -0.072
C -3.3039 4.5290 -1.1218 -0.283
O -4.6293 4.0711 -1.3508 -0.167
C -5.4092 3.8378 -0.1935 -0.294
C -5.6395 5.0846 0.6433 -0.085
H -2.4932 2.5527 -0.7995 0.083
H -1.4089 3.8733 -0.3229 0.081
H -2.7871 3.4447 0.6869 0.071
H -2.8651 4.6808 -2.1098 0.114
H -3.3173 5.5095 -0.6317 0.103
H -4.9694 3.0366 0.4097 0.104
H -6.3728 3.4673 -0.5501 0.112
H -4.7156 5.4267 1.1135 0.067
H -6.3613 4.8824 1.4368 0.073
H -6.0144 5.9011 0.0227 0.079
```

The HOMO energy is -4.43 eV. The LUMO energy comes out at 2.138 eV. The calculation puts the molar mass at 469.60 g/mol. As for the total charge: -1.



No. 3
Entry from OMol25: a molecular structure, C13H15F3N6PTc (ωB97M-V/def2-TZVPD).

Structure (XYZ):
```
39
Properties=species:S:1:pos:R:3:lowdin_charge:R:1
Tc 0.3186 -0.0919 -0.1828 1.537
C -0.5603 -0.0450 5.2093 0.034
N 0.1462 -0.1929 3.9198 -0.091
C 1.4714 -0.5350 3.7976 0.036
C 1.7606 -0.5878 2.4726 -0.026
N 0.5952 -0.2851 1.7967 -0.103
C -0.3813 -0.0305 2.7051 -0.425
P -2.0946 0.4964 2.3597 1.226
C -1.6028 1.9191 1.3052 -0.334
N -0.7042 1.8768 0.3047 -0.017
C -0.6007 3.1151 -0.2229 0.065
C -1.4666 3.9483 0.4720 0.130
N -2.0676 3.1893 1.4054 -0.050
C -3.0709 3.6580 2.3841 0.053
C -2.4203 -0.6252 0.9631 -0.441
N -1.5658 -0.8640 -0.0521 -0.132
C -2.1694 -1.7550 -0.9184 -0.034
C -3.4002 -2.0378 -0.4166 0.029
N -3.5348 -1.3318 0.7538 -0.085
C -4.7311 -1.3721 1.6201 0.037
H 0.1521 -0.2517 6.0024 0.114
H -1.3748 -0.7627 5.2627 0.108
H -0.9256 0.9733 5.3139 0.100
H 2.1012 -0.7069 4.6557 0.159
H 2.6974 -0.7881 1.9838 0.132
H 0.0462 3.3882 -1.0406 0.161
H -1.6602 4.9998 0.3372 0.181
H -3.2422 4.7147 2.2057 0.120
H -2.6810 3.5125 3.3876 0.112
H -3.9946 3.1055 2.2368 0.112
H -1.7029 -2.1229 -1.8186 0.136
H -4.1797 -2.6811 -0.7916 0.159
H -5.4351 -2.0731 1.1822 0.114
H -5.1861 -0.3860 1.6625 0.104
H -4.4501 -1.7187 2.6113 0.107
F 2.2775 0.0926 -0.5570 -0.302
C 1.6292 -1.5562 -0.7582 -0.456
F 2.2800 -2.3175 0.0223 0.209
F 1.7930 -1.8724 -1.9775 0.219
```

The energy relative to the best compared isomer or geometry (same formula, charge and spin) comes out at 31.6 kcal/mol. The HOMO energy (spin up / spin down) is -19.21 / -19.03 eV. The multiplicity is 4. The LUMO energy (spin up / spin down) comes out at -10.600 / -14.415 eV. The calculation puts the molar mass at 441.27 g/mol. As for the total charge: +3.



No. 4
Entry from OMol25: a molecular structure, C39H45ClCsN10O2P (ωB97M-V/def2-TZVPD).

Structure (XYZ):
```
99
Properties=species:S:1:pos:R:3:lowdin_charge:R:1
Cs 0.5679 1.0642 -0.5090 0.704
O -1.5219 0.8330 -2.9430 -0.200
C -1.7092 0.3044 -4.0850 -0.438
C -2.7520 0.7734 -4.9649 -0.073
C -2.8626 0.3358 -6.2594 -0.169
C -2.0666 -0.6828 -6.7256 -0.166
C -1.1726 -1.3138 -5.8555 -0.087
C -0.9421 -0.8262 -4.5651 -0.140
C 0.0605 -1.6068 -3.7914 -0.138
N 0.7465 -1.3581 -2.7329 -0.014
N 1.7235 -2.3421 -2.5164 0.012
C 2.3412 -2.2852 -1.3472 -0.482
O 2.1126 -1.5409 -0.3462 -0.225
C 3.5230 -3.2711 -1.1349 -0.112
C 4.3249 -3.1170 -0.0084 -0.036
C 5.3790 -3.9707 0.2725 -0.101
C 5.6193 -5.0597 -0.5591 -0.132
C 4.8468 -5.2361 -1.7090 -0.118
C 3.8465 -4.3164 -2.0048 -0.052
H -3.3570 1.5798 -4.5615 0.085
H -3.6157 0.7784 -6.8826 0.078
H -2.2149 -1.0830 -7.7293 0.074
H -0.5997 -2.1748 -6.1851 0.092
H 0.3323 -2.5394 -4.2890 0.085
H 4.0724 -2.3311 0.6617 0.083
H 6.0071 -3.8153 1.1386 0.088
H 6.3921 -5.8102 -0.3729 0.085
H 5.0300 -6.0916 -2.3444 0.083
H 3.2620 -4.4293 -2.9293 0.102
C 1.5511 4.6409 4.7853 -0.122
C 2.1190 5.6220 3.9781 -0.111
C 2.4257 5.3445 2.6355 -0.035
C 2.1509 4.0780 2.0764 -0.227
C 1.5351 3.1329 2.9013 -0.062
C 1.2255 3.4064 4.2288 -0.099
N 2.5191 3.6256 0.7567 0.025
N 3.0818 4.4985 0.0966 0.033
C 3.4243 4.1396 -1.2400 -0.336
C 4.2485 5.1004 -1.8870 -0.109
C 4.6760 4.9775 -3.1875 -0.147
C 4.1496 3.8614 -3.8587 -0.171
C 3.2925 2.9662 -3.2939 -0.179
C 2.9597 2.9521 -1.8755 -0.113
H 1.4178 4.8127 5.8447 0.083
H 2.4329 6.5743 4.4053 0.087
H 2.9040 6.0988 2.0388 0.084
H 1.2399 2.1741 2.4638 0.074
H 0.7605 2.6341 4.8277 0.093
H 4.5972 5.9419 -1.2976 0.076
H 5.3148 5.7616 -3.5929 0.076
H 4.3348 3.7427 -4.9213 0.074
H 2.8786 2.1841 -3.9061 0.061
Cl -2.0299 2.9496 1.6406 -0.564
C -5.7016 0.4944 -2.3080 -0.148
N -5.4179 -0.8799 -1.7165 -0.081
C -6.1851 -1.0266 -0.4107 -0.145
N -5.8250 0.0152 0.4937 -0.163
C -6.1232 1.3111 -0.1527 -0.172
N -5.4058 1.5414 -1.4144 -0.138
C -3.9312 1.7058 -1.1412 -0.309
P -3.1625 0.2154 -0.3792 0.998
C -3.9092 -1.0145 -1.5389 -0.250
C -4.4237 -0.0451 1.0018 -0.293
H -6.7795 0.4704 -2.5428 0.134
H -5.0652 0.5731 -3.2142 0.135
H -5.7310 -1.5853 -2.3753 0.167
H -5.9676 -2.0188 -0.0124 0.135
H -7.2517 -0.9491 -0.6734 0.130
H -5.9048 2.1038 0.5629 0.135
H -7.2092 1.2840 -0.3609 0.123
H -3.8086 2.5498 -0.4410 0.034
H -3.4016 1.9163 -2.0803 0.074
H -3.7178 -1.9932 -1.1474 0.083
H -3.4550 -0.9513 -2.5405 0.094
H -4.2990 0.7724 1.7057 0.056
H -4.2540 -1.0295 1.4707 0.084
C 2.5214 -0.4123 4.3535 -0.160
C 2.8838 -0.9424 2.9802 -0.184
N 1.7263 -1.6001 2.3884 0.087
C 0.6736 -2.1433 3.0623 -0.394
N -0.2209 -2.7589 2.3720 0.079
C -1.3644 -3.3327 3.0315 -0.263
C -1.6458 -2.6718 4.3801 -0.186
C -0.3775 -2.6696 5.2065 -0.170
N 0.6484 -1.9658 4.4300 -0.054
C 1.8639 -1.5432 5.0993 -0.179
H 1.8485 0.4305 4.2973 0.095
H 3.4334 -0.1016 4.8737 0.117
H 3.7193 -1.6419 3.0613 0.104
H 3.2279 -0.1547 2.3123 0.123
H 1.7398 -1.7196 1.3783 0.069
H -1.2429 -4.4053 3.1820 0.094
H -2.2643 -3.2329 2.4185 0.086
H -2.4590 -3.1580 4.9322 0.104
H -1.8916 -1.6426 4.2389 0.105
H -0.0742 -3.6767 5.4028 0.105
H -0.5465 -2.1796 6.1770 0.117
H 2.5691 -2.3793 5.1823 0.121
H 1.5793 -1.2452 6.1146 0.115
```

The HOMO energy is -1.26 eV. The LUMO energy comes out at 2.868 eV. The calculation puts the molar mass at 885.19 g/mol. As for the total charge: -2.



No. 5
Entry from OMol25: a molecular structure, C3H3CeO2 (ωB97M-V/def2-TZVPD).

Structure (XYZ):
```
9
Properties=species:S:1:pos:R:3:lowdin_charge:R:1
O -0.8181 0.3392 2.3979 0.101
Ce 3.7275 -0.1376 0.9337 0.885
O 1.4797 0.1589 -0.1221 -0.502
C 0.2159 -0.1361 0.1731 -0.496
C -0.3696 0.2953 1.2972 -0.161
C -0.8650 -0.1057 -0.9455 -0.054
H -0.6635 -0.9586 -1.6141 0.071
H -0.8206 0.8062 -1.5574 0.076
H -1.8863 -0.2616 -0.5626 0.081
```

The HOMO energy (spin up / spin down) is -6.69 / -5.88 eV. The multiplicity is 2. The LUMO energy (spin up / spin down) comes out at -0.972 / -0.135 eV. The calculation puts the molar mass at 211.17 g/mol.



No. 6
Entry from OMol25: 2 unconnected molecules or ions with the total composition C5H11N2 (ωB97M-V/def2-TZVPD).

Structure (XYZ):
```
18
Properties=species:S:1:pos:R:3:lowdin_charge:R:1
C 2.9007 -0.3577 -0.3771 -0.192
C 2.2354 0.8907 -0.1663 -0.036
C 2.8629 -1.3745 0.4693 0.053
C 0.9074 1.3520 0.0209 -0.057
C -0.2810 0.5831 0.1588 -0.128
N -1.5217 0.9464 0.2669 0.154
N -3.6587 -0.8706 -0.2031 0.035
H 3.4054 -0.2489 -1.2508 0.084
H 2.9908 1.7958 -0.2436 0.164
H 3.3788 -2.3866 0.2296 0.110
H 2.2755 -1.3378 1.4649 0.109
H 0.6775 2.5036 0.0290 0.150
H -0.3138 -0.5406 0.0343 0.162
H -2.2195 0.1279 0.0637 0.086
H -1.7495 1.9390 0.3573 0.144
H -4.3125 -0.2916 0.2875 0.047
H -3.7062 -1.8595 0.0518 0.064
H -3.8716 -0.8706 -1.1928 0.054
```

The energy relative to the best compared isomer or geometry (same formula, charge and spin) comes out at 45.2 kcal/mol. The HOMO energy is -13.60 eV. The LUMO energy comes out at -4.810 eV. The calculation puts the molar mass at 99.16 g/mol. As for the total charge: +1.



No. 7
Entry from OMol25: C3H4N4O in the gas phase (ωB97M-V/def2-TZVPD).

Structure (XYZ):
```
12
Properties=species:S:1:pos:R:3:lowdin_charge:R:1
H 2.1772 0.8056 -0.1671 0.007
N 2.2205 -0.1255 -0.0844 0.162
C 1.2470 -0.8152 -0.0490 -0.237
N -0.0785 -0.3409 -0.1085 0.031
C -1.1749 -1.1103 -0.0838 -0.202
N -2.3425 -0.4874 -0.0030 0.066
N -1.9078 0.9140 -0.0526 0.095
C -0.6657 0.9032 -0.2200 -0.479
O 0.3249 1.7594 0.0043 0.086
H 1.4678 -1.8952 0.3794 0.168
H -1.2426 -2.2337 0.0447 0.145
H -0.0255 2.6262 0.3400 0.159
```

The energy relative to the best compared isomer or geometry (same formula, charge and spin) comes out at 67.3 kcal/mol. The HOMO energy is -9.91 eV. The LUMO energy comes out at 0.473 eV. The calculation puts the molar mass at 112.09 g/mol. The SMILES is [H]/N=C\n1cnnc1O.



No. 8
Entry from OMol25: 5 unconnected molecules or ions with the total composition CH12O4 (ωB97M-V/def2-TZVPD).

Structure (XYZ):
```
17
Properties=species:S:1:pos:R:3:lowdin_charge:R:1
C -1.3164 -1.3543 0.0537 -0.032
H -0.9768 -1.6572 -0.9452 0.047
H -2.2988 -1.7309 0.1991 0.017
H -1.6035 -0.3091 -0.0520 -0.012
H -0.6542 -1.3827 0.9305 0.030
O 1.1529 -0.1663 1.5719 -0.119
H 1.7736 -0.6686 2.0956 0.041
H 0.7399 -0.4635 0.6518 0.056
O -0.1740 0.7764 -1.2487 -0.094
H -0.6152 0.7180 -2.1145 0.102
H 0.1678 1.6730 -1.2168 0.081
O 2.1914 -0.5023 -1.1701 -0.127
H 1.4091 0.0510 -1.4943 0.012
H 2.6261 0.1018 -0.5044 0.054
O -0.8593 1.9676 1.1279 -0.082
H -1.2365 1.3929 0.3585 0.051
H -0.3260 1.5542 1.7569 -0.027
```

The energy relative to the best compared isomer or geometry (same formula, charge and spin) comes out at 44.3 kcal/mol. The HOMO energy is -10.85 eV. The LUMO energy comes out at 0.178 eV. The calculation puts the molar mass at 88.10 g/mol. The SMILES is C.O.O.O.O.



Max |F|, respectively: 5.044, 1.886, 2.351, 2.514, 3.305, 4.769, 5.358, 4.760 eV Å⁻¹.